Record 1
9
Properties=species:S:1:pos:R:3 method="wB97M-V/def2-TZVPD" e_lumo_ev=0.5 smiles="C=C(F)C(Cl)Cl" gap_ev=10.42 homo_energy_ev=-10.0 relative_energy_kj_mol=89.13 multiplicity=1
C 1.509 0.092 0.463
C 0.111 -0.080 0.493
F -0.382 -0.423 1.644
C -0.871 0.074 -0.590
Cl -1.901 1.486 -0.507
Cl -2.008 -1.416 -0.510
H 2.160 0.087 1.229
H 1.923 0.301 -0.515
H -0.541 -0.122 -1.707



Record 2
9
Properties=species:S:1:pos:R:3 method="wB97M-V/def2-TZVPD" e_lumo_ev=0.8 smiles=F[C@]1(Cl)C[C@H]1Cl gap_ev=11.17 homo_energy_ev=-10.3 relative_energy_kj_mol=66.96 multiplicity=1
F 0.644 -0.926 1.680
C 0.246 -0.010 0.727
Cl 1.630 0.778 0.032
C -1.025 0.701 0.995
C -0.963 -0.452 -0.009
Cl -1.135 -0.421 -1.717
H -1.454 0.484 1.979
H -1.141 1.819 0.840
H -1.172 -1.464 0.430



Record 3
9
Properties=species:S:1:pos:R:3 method="wB97M-V/def2-TZVPD" e_lumo_ev=0.8 smiles="C/C(Cl)=C(/F)Cl" gap_ev=9.85 homo_energy_ev=-9.1 relative_energy_kj_mol=51.44 multiplicity=1
C 0.342 1.212 -0.095
C 0.295 -0.332 0.030
Cl 1.812 -1.125 0.146
C -0.741 -1.162 -0.060
F -0.583 -2.458 -0.107
Cl -2.318 -0.589 0.148
H 1.255 1.421 -0.632
H 0.617 1.382 0.885
H -0.679 1.651 -0.316



Record 4
9
Properties=species:S:1:pos:R:3 method="wB97M-V/def2-TZVPD" e_lumo_ev="0.9 / -2.4" s_squared=2.01 gap_ev="6.75 / 8.30" homo_energy_ev="-5.9 / -10.7" relative_energy_kj_mol=47.58 multiplicity=3
C -1.235 -0.230 -0.834
C -0.543 0.061 0.257
C 1.143 0.015 0.451
F -1.144 0.258 1.403
Cl 1.638 1.709 0.301
Cl 1.999 -0.916 -0.789
H -2.235 0.086 -0.707
H -0.853 -0.687 -1.668
H 1.231 -0.297 1.587



Record 5
10
Properties=species:S:1:pos:R:3 method="wB97M-V/def2-TZVPD" e_lumo_ev=0.3 gap_ev=10.19 homo_energy_ev=-9.9 relative_energy_kj_mol=199.09 multiplicity=1
C -1.815 -0.231 0.352
C 0.611 0.621 -0.605
C -0.417 -0.427 0.728
N -2.899 -0.100 -0.024
O 1.409 -0.089 -1.357
Cl 0.127 -2.099 0.706
Cl -0.158 0.319 2.279
H 0.907 1.212 0.145
H -0.099 1.123 -1.178
H 2.334 -0.328 -1.045



Record 6
10
Properties=species:S:1:pos:R:3 method="wB97M-V/def2-TZVPD" e_lumo_ev=-0.6 gap_ev=7.14 homo_energy_ev=-7.8 relative_energy_kj_mol=294.52 multiplicity=1
C -1.073 0.009 -0.394
C 0.859 0.315 1.044
C -0.261 -0.941 -0.846
N -0.179 0.853 0.493
O -2.220 0.379 -0.619
Cl 1.465 -1.003 -0.757
Cl -0.920 -1.887 -2.041
H 0.771 -0.623 1.656
H 1.619 1.076 1.156
H -0.062 1.822 0.308



Record 7
10
Properties=species:S:1:pos:R:3 method="wB97M-V/def2-TZVPD" e_lumo_ev=0.5 gap_ev=10.63 homo_energy_ev=-10.2 relative_energy_kj_mol=337.09 multiplicity=1
C -0.238 -0.991 0.940
C -0.962 0.133 0.353
C 0.677 0.682 -0.745
N 0.932 -1.228 0.553
O 1.526 -0.221 -0.277
Cl 0.356 0.277 -2.482
Cl 1.168 2.276 -0.523
H -0.580 -1.520 1.725
H -1.421 -0.276 -0.493
H -1.458 0.868 0.949



Record 8
12
Properties=species:S:1:pos:R:3 method="wB97M-V/def2-TZVPD" e_lumo_ev=4.5 charge=-2 gap_ev=6.76 homo_energy_ev=-2.2 relative_energy_kj_mol=0.00 multiplicity=1
C -0.556 -0.598 -0.954
C 0.561 -0.627 -0.386
C 1.714 -0.838 0.172
O -3.143 0.870 1.807
O -3.205 2.561 -0.126
O -4.262 0.217 -0.443
P -3.577 1.263 0.423
Cl 10.128 1.203 0.428
Cl 2.112 -2.453 0.771
H -1.532 -0.455 -0.300
H -0.600 -1.044 -2.033
H 2.359 -0.099 0.642



Record 9
10
Properties=species:S:1:pos:R:3 method="wB97M-V/def2-TZVPD" e_lumo_ev="-1.1 / -0.8" gap_ev="7.24 / 7.82" homo_energy_ev="-8.3 / -8.6" relative_energy_kj_mol=284.51 multiplicity=1
C -1.453 -1.427 -0.560
C 1.399 0.034 0.577
C 1.043 -1.254 0.010
S -2.225 -2.501 0.280
Cl 3.226 0.384 0.763
Cl 1.395 -2.660 0.960
Cl 1.599 -1.460 -1.661
H -1.721 -0.735 -1.353
H 1.079 0.858 -0.218
H 0.937 0.030 1.682



Record 10
15
Properties=species:S:1:pos:R:3 method="wB97M-V/def2-TZVPD" e_lumo_ev="4.2 / 4.2" s_squared=6.01 charge=-2 gap_ev="4.31 / 6.01" homo_energy_ev="-0.1 / -1.8" multiplicity=5
Cr -18.729 -19.700 6.971
Cl -19.518 -17.474 7.489
Cl -17.350 -20.332 8.887
Cl -20.461 -21.385 7.224
Cl -17.272 -19.532 5.119
C -23.814 -18.497 3.633
C -23.768 -17.903 4.932
O -22.380 -17.840 5.259
C -21.704 -18.695 4.535
O -20.489 -19.116 4.774
O -22.580 -19.291 3.725
F -24.428 -18.688 5.793
H -23.740 -17.731 2.861
H -24.816 -18.911 3.525
H -24.350 -16.982 4.888